ORCA calculation (the ωB97M-V functional and the def2-TZVPD basis) on a single C5H7N3 molecule in a non-equilibrium geometry.

CARTESIAN COORDINATES (ANGSTROEM)
C1 0.0839 0.9257 -1.0037
C2 -1.0301 -0.8964 -1.2682
C3 -0.2255 -1.3989 1.4432
C4 0.5506 -0.0378 1.6587
C5 0.0131 0.2795 0.2589
H1 1.4954 2.4384 -1.2228
H2 0.3376 2.2987 -2.4531
H3 -1.6692 -1.6533 -1.6811
H4 -1.0203 -1.7407 2.1269
H5 0.4618 -2.1784 1.2319
H6 0.0667 0.5588 2.3851
H7 1.6368 -0.0383 1.7895
N1 0.5760 2.0914 -1.4822
N2 -0.5205 0.1332 -1.8721
N3 -0.7563 -0.7818 0.0888

Summary:
* E_tot: -9766.7715 eV
* ΔE to the lowest compared entry with this formula, charge and spin: 60.3 kcal per mole
* highest occupied orbital energy: -7.062 eV
* SMILES: Nc1ncn2c1CC2
* LUMO level: 0.953 eV
* F_max: 3.77 eV/Å

=====

ORCA calculation (the ωB97M-V functional and the def2-TZVPD basis) on a single C23H25NO5 molecule in a non-equilibrium geometry.

CARTESIAN COORDINATES (ANGSTROEM)
C1 -0.1118 -0.6464 4.1137
O1 0.2882 -0.8721 2.7455
C2 -0.0924 0.0535 1.7605
C3 0.9958 1.1131 1.5553
O2 1.0337 1.8176 0.5542
O3 1.8341 1.1888 2.6033
C4 2.9038 2.1594 2.5764
C5 -1.1643 1.0507 2.1886
O4 -0.9167 2.1056 2.7481
O5 -2.4163 0.6525 1.9545
C6 -3.3610 1.6671 2.3212
H1 0.4053 -1.4288 4.6776
H2 0.2124 0.3423 4.4636
H3 -1.2001 -0.7799 4.2066
H4 3.8460 1.6066 2.6444
H5 2.8691 2.7421 1.6515
H6 2.7828 2.8129 3.4455
H7 -4.3293 1.3059 1.9849
H8 -3.3427 1.7955 3.4094
H9 -3.0939 2.6119 1.8368
C7 4.6307 -1.1380 0.1725
N1 3.2434 -1.0518 -0.2444
C8 2.1616 -1.0728 0.6026
C9 0.9693 -0.9986 -0.1330
C10 -0.3575 -0.8008 0.4896
C11 -1.5217 -0.3063 -0.3812
C12 -1.4181 0.8120 -1.1993
C13 -2.4402 1.0877 -2.1207
C14 -3.5846 0.2861 -2.1857
C15 -4.6308 0.4575 -3.2549
C16 -3.7676 -0.6891 -1.1967
C17 -2.7156 -1.0449 -0.3639
C18 1.3508 -1.1008 -1.5291
C19 0.6602 -1.2437 -2.7337
C20 1.3890 -1.2373 -3.9350
C21 2.7936 -1.2235 -3.9468
C22 3.5132 -1.1528 -2.7447
C23 2.7815 -1.0840 -1.5627
H10 5.2824 -0.8702 -0.6665
H11 4.8181 -0.4635 1.0161
H12 4.8781 -2.1548 0.5120
H13 2.2978 -1.2376 1.6729
H14 -0.7097 -1.7801 0.8698
H15 -0.5218 1.4366 -1.1212
H16 -2.3144 1.9193 -2.8185
H17 -5.4552 -0.2469 -3.0825
H18 -5.0357 1.4747 -3.2698
H19 -4.2572 0.2379 -4.2628
H20 -4.7242 -1.2122 -1.1326
H21 -2.8099 -1.9212 0.2966
H22 -0.4272 -1.3444 -2.6909
H23 0.8506 -1.2345 -4.8821
H24 3.3254 -1.2723 -4.8995
H25 4.6028 -1.1281 -2.7157

Summary:
* E_tot: -35983.3524 eV
* ΔE to the lowest compared entry with this formula, charge and spin: 49.9 kcal per mole
* highest occupied orbital energy: -7.355 eV
* SMILES: COC(=O)C(OC)(C(=O)OC)[C@@H](c1ccc(C)cc1)c1cn(C)c2ccccc12
* LUMO level: 0.739 eV
* F_max: 2.42 eV/Å

=====

ORCA calculation (the ωB97M-V functional and the def2-TZVPD basis) on a single C5H7NO2 molecule in a non-equilibrium geometry.

CARTESIAN COORDINATES (ANGSTROEM)
C1 -1.1168 -0.1989 -0.2940
C2 -0.3313 1.1096 -0.2327
C3 1.1714 0.8987 -0.1395
C4 1.3323 -0.6098 -0.2168
C5 0.0150 -1.2639 -0.1798
H1 -1.9550 -0.4577 1.3641
H2 -1.5363 -0.1594 -1.3332
H3 -0.7128 1.9724 -0.7763
H4 0.3018 0.5080 1.6066
H5 1.8980 1.6027 -0.5568
H6 2.1702 -1.0381 -0.9507
H7 -0.2389 -2.1351 -0.6954
N1 0.3551 1.4270 1.0320
O1 -2.2933 -0.2853 0.4023
O2 0.9405 -1.3703 0.9701

Summary:
* E_tot: -10879.9837 eV
* ΔE to the lowest compared entry with this formula, charge and spin: 83.8 kcal per mole
* highest occupied orbital energy: -9.629 eV
* SMILES: O[C@H]1[C@H]2N[C@H]2[C@H]2O[C@@H]12
* LUMO level: 0.816 eV
* F_max: 4.65 eV/Å

=====

ORCA calculation (the ωB97M-V functional and the def2-TZVPD basis) on 14 unconnected molecules or ions with the total composition C56H154N14O14 in a non-equilibrium geometry.

CARTESIAN COORDINATES (ANGSTROEM)
C1 2.6551 -0.2294 6.0004
C2 3.2007 1.1071 6.1569
C3 2.4205 2.1371 5.2908
O1 2.5618 1.8825 3.8996
C4 1.8909 2.7783 3.0365
N1 3.2830 1.3447 7.5546
H1 2.8121 -0.5217 4.9621
H2 1.5726 -0.1564 6.1047
H3 3.2540 -0.9558 6.5497
H4 4.2380 1.1648 5.8269
H5 2.8204 3.1438 5.4116
H6 1.3606 2.1426 5.5449
H7 2.3778 3.7166 3.3021
H8 0.8036 2.7454 2.9663
H9 2.3931 2.4180 2.1387
H10 2.3413 1.1527 7.8651
H11 3.8462 0.6854 8.0724
C5 -2.5745 2.9525 -0.6372
C6 -3.6351 3.8838 -0.1178
C7 -3.9507 3.5252 1.4164
O2 -4.5961 2.2873 1.4576
C8 -4.2197 1.4156 2.5282
N2 -3.1893 5.2933 -0.1965
H12 -2.5268 2.9399 -1.7261
H13 -2.7200 1.9538 -0.2256
H14 -1.6294 3.2857 -0.2084
H15 -4.5333 3.7255 -0.7148
H16 -4.5789 4.3123 1.8335
H17 -2.9533 3.6252 1.8444
H18 -3.2216 1.5279 2.9516
H19 -4.1924 0.4251 2.0739
H20 -4.9033 1.4355 3.3769
H21 -3.3373 5.5801 -1.1535
H22 -3.7448 5.8496 0.4375
C9 5.1963 2.2296 -2.5271
C10 4.1904 1.5869 -3.4957
C11 4.4764 1.8741 -4.9500
O3 3.3520 1.4843 -5.8112
C12 3.5607 1.5679 -7.2028
N3 4.2287 0.1572 -3.2583
H23 6.1699 1.7396 -2.5408
H24 4.8568 2.0545 -1.5062
H25 5.3885 3.2975 -2.6307
H26 3.2210 1.9955 -3.2102
H27 5.4197 1.4492 -5.2931
H28 4.6382 2.9282 -5.1755
H29 4.3471 0.8455 -7.4215
H30 3.7991 2.6048 -7.4394
H31 2.5927 1.3793 -7.6671
H32 5.1829 -0.1438 -3.3958
H33 3.5315 -0.2898 -3.8365
C13 -3.9896 0.7388 -3.2793
C14 -3.3887 1.5382 -4.3911
C15 -2.6630 0.6855 -5.4724
O4 -2.4245 1.5820 -6.5252
C16 -2.0119 0.9411 -7.6328
N4 -4.3958 2.3083 -4.9931
H34 -4.4690 -0.1343 -3.7220
H35 -4.6495 1.1856 -2.5357
H36 -3.1975 0.3412 -2.6448
H37 -2.8048 2.3199 -3.9051
H38 -3.3436 -0.0861 -5.8323
H39 -1.8341 0.1531 -5.0059
H40 -0.9370 0.8139 -7.5039
H41 -2.1382 1.5921 -8.4979
H42 -2.5398 -0.0076 -7.7296
H43 -3.8764 2.6090 -5.8055
H44 -5.1069 1.7394 -5.4299
C17 -5.0446 -3.5293 -5.0511
C18 -3.9157 -4.6026 -4.9673
C19 -2.5381 -3.9807 -4.5914
O5 -2.6246 -3.2201 -3.3901
C20 -1.3319 -3.1066 -2.9471
N5 -4.2090 -5.5892 -3.9933
H45 -5.4019 -3.3652 -4.0345
H46 -5.8635 -3.8564 -5.6918
H47 -4.7211 -2.6174 -5.5531
H48 -3.9625 -5.1441 -5.9121
H49 -2.2845 -3.3759 -5.4621
H50 -1.8138 -4.7761 -4.7670
H51 -0.7671 -2.4873 -3.6439
H52 -0.8444 -4.0588 -2.7382
H53 -1.5332 -2.5939 -2.0065
H54 -5.2067 -5.6947 -3.8766
H55 -3.8929 -5.2499 -3.0960
C21 -1.6858 -3.5515 1.4859
C22 -2.9897 -2.9008 1.7099
C23 -3.6475 -2.6514 0.3695
O6 -4.7960 -1.7969 0.6031
C24 -5.3274 -1.2189 -0.5670
N6 -3.8209 -3.7117 2.5975
H56 -0.8783 -3.0425 0.9596
H57 -1.8740 -4.5283 1.0402
H58 -1.3591 -3.6313 2.5228
H59 -2.9263 -1.9563 2.2503
H60 -3.9095 -3.6038 -0.0914
H61 -2.9817 -2.1945 -0.3627
H62 -5.9323 -0.3398 -0.3445
H63 -6.1050 -1.9272 -0.8527
H64 -4.6222 -1.1284 -1.3933
H65 -3.5553 -3.8718 3.5587
H66 -4.7799 -3.4263 2.7353
C25 3.6333 -5.4439 -2.3125
C26 4.7752 -4.7695 -3.1196
C27 6.0580 -4.6105 -2.2671
O7 5.9638 -3.8601 -1.0161
C28 5.8415 -2.4519 -1.3045
N7 4.9971 -5.5215 -4.3492
H67 4.0071 -6.3970 -1.9383
H68 2.8002 -5.5744 -3.0032
H69 3.2438 -4.9239 -1.4373
H70 4.4317 -3.7862 -3.4408
H71 6.9609 -4.4172 -2.8463
H72 6.3348 -5.5883 -1.8728
H73 4.8119 -2.2143 -1.5723
H74 6.4566 -2.1287 -2.1443
H75 6.0897 -1.7700 -0.4912
H76 5.5176 -6.2713 -3.9167
H77 5.7795 -5.1052 -4.8335
C29 2.3018 -1.5787 -6.0850
C30 1.5237 -2.6551 -6.7683
C31 2.3231 -3.7568 -7.5156
O8 2.9426 -3.4669 -8.8006
C32 2.1351 -2.7470 -9.6792
N8 0.5717 -3.1966 -5.7470
H78 2.9917 -2.0706 -5.3992
H79 1.7336 -0.7850 -5.6000
H80 3.1087 -1.1605 -6.6867
H81 0.8098 -2.1134 -7.3889
H82 1.4609 -4.3384 -7.8418
H83 2.9679 -4.4906 -7.0320
H84 2.4691 -2.7431 -10.7168
H85 2.2903 -1.7110 -9.3780
H86 1.0573 -2.9097 -9.6864
H87 0.3909 -4.1889 -5.8003
H88 1.0379 -3.1144 -4.8548
C33 4.6719 -1.4082 2.5038
C34 3.8829 -2.3368 1.6378
C35 2.7484 -3.1287 2.5255
O9 3.2864 -4.1060 3.4207
C36 2.1721 -4.8927 4.0102
N9 3.1430 -1.4284 0.7695
H89 5.3441 -0.7701 1.9300
H90 5.2908 -2.0294 3.1512
H91 4.0601 -0.8027 3.1725
H92 4.5745 -3.0005 1.1187
H93 2.1984 -3.6984 1.7765
H94 2.0371 -2.4117 2.9354
H95 1.6623 -5.5203 3.2792
H96 1.4359 -4.3701 4.6209
H97 2.7113 -5.6184 4.6190
H98 3.8406 -0.9026 0.2626
H99 2.5998 -0.7215 1.2442
C37 -1.0221 0.4406 7.2607
C38 -0.4719 1.6599 8.0099
C39 -1.3954 2.2767 9.1261
O10 -0.6366 3.2351 9.8707
C40 -1.4455 3.7866 10.9394
N10 0.7165 1.2067 8.5783
H100 -2.0446 0.7012 6.9875
H101 -1.1972 -0.5050 7.7737
H102 -0.3437 0.1950 6.4437
H103 -0.2105 2.3770 7.2317
H104 -1.7626 1.4418 9.7229
H105 -2.2721 2.6326 8.5849
H106 -1.9828 3.0888 11.5818
H107 -2.1583 4.5465 10.6192
H108 -0.7099 4.3296 11.5328
H109 0.9536 1.9285 9.2438
H110 0.3590 0.5121 9.2184
C41 0.8043 -0.3185 -2.3635
C42 0.9470 1.0241 -1.6094
C43 0.1053 1.0424 -0.3142
O11 0.1933 -0.2132 0.3605
C44 -0.5380 -0.1299 1.6099
N11 2.3343 1.0336 -1.1346
H111 1.3126 -0.3005 -3.3276
H112 -0.2467 -0.5076 -2.5820
H113 1.1881 -1.1463 -1.7672
H114 0.6413 1.8944 -2.1900
H115 -0.9218 1.1276 -0.6690
H116 0.3986 1.8111 0.4008
H117 -1.5265 0.3262 1.5560
H118 0.1068 0.4652 2.2565
H119 -0.5181 -1.1466 2.0026
H120 2.3765 0.2768 -0.4671
H121 2.9594 0.7842 -1.8877
C45 -2.9871 -2.4164 5.9862
C46 -3.9017 -3.5462 6.4081
C47 -5.3503 -3.2295 6.0051
O12 -6.1709 -4.3735 6.3705
C48 -7.5732 -4.1236 5.9968
N12 -3.4560 -4.7960 5.8569
H122 -1.9008 -2.4843 5.9274
H123 -3.2890 -1.4735 6.4421
H124 -3.2497 -2.2964 4.9352
H125 -3.8405 -3.5426 7.4964
H126 -5.4868 -2.9970 4.9490
H127 -5.6667 -2.3438 6.5560
H128 -8.1257 -3.7181 6.8444
H129 -7.9716 -5.1358 5.9269
H130 -7.7121 -3.6420 5.0289
H131 -4.2665 -5.3727 5.6820
H132 -2.9199 -5.3313 6.5249
C49 3.4296 5.5668 -1.6285
C50 1.9726 5.4686 -2.2121
C51 1.9250 4.7396 -3.4766
O13 0.6958 4.8007 -4.0619
C52 0.4274 4.0195 -5.1655
N13 1.2390 4.7475 -1.1873
H133 3.3678 6.1259 -0.6949
H134 4.1712 6.1664 -2.1562
H135 3.8869 4.5973 -1.4311
H136 1.6094 6.4891 -2.3336
H137 2.1496 3.6903 -3.2848
H138 2.6120 5.2514 -4.1505
H139 -0.1900 4.5416 -5.8964
H140 -0.0985 3.1197 -4.8462
H141 1.3126 3.6336 -5.6710
H142 0.3418 4.7163 -1.6502
H143 1.6188 3.8118 -1.1709
C53 1.3115 6.7361 2.3624
C54 0.0986 5.8004 2.1883
C55 -1.1138 6.0877 3.1306
O14 -0.9804 5.9826 4.4763
C56 -0.6702 4.6563 4.9047
N14 -0.3446 5.9158 0.8658
H144 1.4505 6.7119 3.4432
H145 1.2055 7.8040 2.1714
H146 2.1995 6.4321 1.8081
H147 0.3873 4.7559 2.3056
H148 -2.0016 5.5448 2.8063
H149 -1.4135 7.1299 3.0204
H150 -1.0296 4.5376 5.9269
H151 0.3812 4.3808 4.8225
H152 -1.3291 3.9566 4.3904
H153 0.4219 5.6532 0.2628
H154 -1.2066 5.4553 0.6110

Summary:
* E_tot: -110080.8253 eV
* ΔE to the lowest compared entry with this formula, charge and spin: 225.4 kcal per mole
* highest occupied orbital energy: -7.670 eV
* LUMO level: 0.416 eV
* F_max: 3.86 eV/Å

=====

ORCA calculation (the ωB97M-V functional and the def2-TZVPD basis) on a molecular structure, C21H28GdN3O2 in a non-equilibrium geometry.

CARTESIAN COORDINATES (ANGSTROEM)
O1 -0.4763 1.9929 -0.9980
C1 0.6382 2.4822 -1.8117
C2 -0.0168 3.8691 -1.8142
H1 0.7048 2.0432 -2.8473
H2 1.5691 2.3710 -1.2482
C3 -1.3666 3.1589 -1.3635
H3 -0.0045 4.3056 -2.8367
H4 0.3628 4.6149 -1.0996
C4 -2.1836 2.6368 -2.5898
H5 -1.5390 2.0898 -3.3601
H6 -2.7274 3.4284 -3.1238
H7 -2.9762 1.9233 -2.2921
C5 -2.3772 3.5686 -0.2269
H8 -2.0488 4.3691 0.4491
H9 -2.7666 2.7465 0.4214
H10 -3.2835 4.0798 -0.6473
Gd1 0.6000 -0.7036 0.8465
C6 1.1317 1.1910 2.7104
C7 2.2547 0.3204 2.6006
C8 2.9448 0.6370 1.3883
H11 2.5666 -0.4088 3.3393
C9 2.3413 1.8136 0.8439
C10 1.1094 2.0270 1.5529
H12 0.4033 2.8469 1.3855
H13 0.5299 1.3476 3.5977
H14 3.8137 0.1172 0.9641
H15 2.8290 2.5183 0.1470
C11 -1.3321 -0.6748 2.7750
C12 -1.9504 0.4316 2.1391
C13 -2.5278 -0.0380 0.9143
H16 -2.0794 1.4287 2.5710
C14 -2.3841 -1.4474 0.8692
C15 -1.6435 -1.8500 2.0186
H17 -1.4313 -2.8768 2.3195
H18 -0.7500 -0.6442 3.6943
H19 -3.0958 0.5515 0.1890
H20 -2.7999 -2.1116 0.1125
O2 0.5667 -1.4260 -1.2835
C16 -0.0732 -1.5269 -2.7948
C17 0.7397 -2.6253 -3.5081
H21 -0.1297 -0.6143 -3.3845
H22 -1.0763 -1.9828 -2.7483
C18 1.3753 -3.4770 -2.4167
H23 1.4947 -2.1809 -4.1714
H24 -0.0008 -3.2002 -4.0873
C19 1.2262 -2.7607 -1.0796
H25 2.4124 -3.7188 -2.6028
H26 0.8591 -4.4475 -2.3992
H27 2.1676 -2.7079 -0.5420
H28 0.6210 -3.3898 -0.4290
N1 1.0928 -2.3812 2.3673
C20 1.2554 -3.3054 3.0809
N2 1.3231 -4.3963 3.7034
C21 1.8517 -4.8076 4.8380
N3 2.2559 -5.2065 5.8676

Summary:
* E_tot: -51626.0602 eV
* ΔE to the lowest compared entry with this formula, charge and spin: 46.2 kcal per mole
* highest occupied orbital energy (spin up / spin down): -7.664 / -7.618 eV
* LUMO level (spin up / spin down): -0.128 / -2.496 eV
* spin multiplicity: 8
* F_max: 4.73 eV/Å

=====

ORCA calculation (the ωB97M-V functional and the def2-TZVPD basis) on 10 unconnected molecules or ions with the total composition C4H28N2O10S in a non-equilibrium geometry.

CARTESIAN COORDINATES (ANGSTROEM)
O1 -0.2706 -0.8794 -0.9123
C1 0.3386 -0.5288 0.1112
N1 0.2312 -1.2659 1.3007
C2 1.3668 -1.2698 2.3276
C3 2.2554 -2.4629 2.1059
S1 2.8955 -2.2863 0.3759
C4 0.9935 0.7013 0.1668
N2 1.2891 1.2731 -1.0237
H1 -0.3346 -2.1193 1.2043
H2 1.9218 -0.3266 2.2194
H3 0.7012 -1.2560 3.2155
H4 1.8789 -3.4429 2.3340
H5 3.0669 -2.2443 2.9130
H6 4.0641 -2.9359 0.4009
H7 1.1635 1.1616 1.0375
H8 1.4340 2.3438 -1.0418
H9 2.1863 0.9286 -1.4181
H10 0.5409 1.0877 -1.7306
H11 -3.1046 0.8243 0.6963
H12 -2.7783 1.1581 2.0872
O2 -3.3956 1.3382 1.4999
H13 -1.2258 -4.0517 -0.8626
H14 -0.5985 -2.6151 -0.9446
O3 -0.4531 -3.5424 -0.9178
H15 -0.2293 -2.7889 -2.6404
H16 0.9711 -3.7251 -2.9146
O4 0.4885 -2.9446 -3.2451
H17 -1.0515 3.0982 -0.9444
H18 -0.8539 4.6148 -0.7757
O5 -0.3691 3.7905 -0.9248
H19 -0.5365 1.4615 2.3605
H20 -0.9140 -0.1579 2.3344
O6 -1.2365 0.7536 2.6603
H21 -1.8229 -0.0198 -1.4351
H22 -2.9870 0.5052 -2.1933
O7 -2.4191 0.7082 -1.6504
H23 2.7867 -0.4948 -2.7354
H24 1.5049 -1.3661 -2.9140
O8 1.9720 -0.5587 -3.1608
H25 0.2310 3.0935 0.6577
H26 -0.8849 3.7080 1.5958
O9 -0.0530 3.2152 1.6383
H27 -3.2170 2.1928 -0.9944
H28 -2.8144 2.5213 0.5059
O10 -2.7317 2.8035 -0.3690

Summary:
* net charge: +1
* E_tot: -38882.6233 eV
* ΔE to the lowest compared entry with this formula, charge and spin: 87.0 kcal per mole
* highest occupied orbital energy (spin up / spin down): -13.150 / -13.155 eV
* LUMO level (spin up / spin down): -3.278 / -6.677 eV
* spin multiplicity: 2
* F_max: 13.48 eV/Å